No. 1
The following is a DFT calculation (ωB97M-V/def2-TZVPD) of C6H9F in the gas phase in a non-equilibrium geometry.

As for the SMILES: FC1[C@@H]2CCC[C@@H]12. The frontier orbital gap comes out at 9.97 eV. As for the energy above the lowest of the compared OMol25 structures with the same formula, charge and spin: 78.56 kcal per mole. As for the max |F|: 3.79 eV Å⁻¹. As for the spin multiplicity: 1. The net charge is 0. The value obtained for the HOMO energy is -8.8 eV.

Atoms and positions in Å:
F1 -2.941 0.102 -0.481
C1 -1.939 -0.186 0.402
C2 -0.621 0.609 0.425
C3 0.434 1.349 -0.309
C4 1.535 0.132 -0.125
C5 0.700 -1.265 -0.127
C6 -0.731 -0.790 -0.203
H1 -2.461 -0.358 1.315
H2 -0.381 0.676 1.559
H3 0.824 2.223 0.191
H4 0.029 1.520 -1.302
H5 2.375 0.172 -0.926
H6 1.945 0.216 0.975
H7 1.058 -1.877 -0.945
H8 1.002 -1.935 0.821
H9 -0.828 -0.588 -1.268

Forces on atoms 1 to 2 (eV/Å):
-0.1257 -0.1346 -0.6828
0.0285 1.4605 -0.6295



No. 2
The following is a DFT calculation (ωB97M-V/def2-TZVPD) of C6H9F in the gas phase in a non-equilibrium geometry.

As for the SMILES: CC(C)C1=C[C@H]1F. The frontier orbital gap comes out at 10.94 eV. As for the energy above the lowest of the compared OMol25 structures with the same formula, charge and spin: 52.49 kcal per mole. As for the max |F|: 3.36 eV Å⁻¹. As for the spin multiplicity: 1. The net charge is 0. The value obtained for the HOMO energy is -9.9 eV.

Atoms and positions in Å:
C1 1.485 -0.828 0.241
C2 -0.060 -0.687 0.001
C3 -0.732 -0.997 1.293
C4 -0.212 0.673 -0.510
C5 -0.454 1.894 -0.194
C6 -0.500 1.625 -1.611
F1 0.590 2.035 -2.412
H1 1.548 -1.924 0.106
H2 1.746 -0.646 1.299
H3 2.103 -0.354 -0.472
H4 -0.529 -1.374 -0.774
H5 -0.542 -0.463 2.172
H6 -0.544 -2.077 1.466
H7 -1.757 -0.956 1.102
H8 -0.769 2.673 0.545
H9 -1.375 1.408 -2.251

Forces on atoms 1 to 2 (eV/Å):
-1.5311 -2.9545 0.4316
1.4238 0.5429 -0.8941



No. 3
The following is a DFT calculation (ωB97M-V/def2-TZVPD) of 2 unconnected molecules or ions with the total composition C6H9F4N2O3S in a non-equilibrium geometry.

The frontier orbital gap comes out at 6.25 eV. As for the max |F|: 12.76 eV Å⁻¹. As for the spin multiplicity: 1. The net charge is +1. The value obtained for the HOMO energy is -12.6 eV.

Atoms and positions in Å:
C1 -1.059 2.734 0.203
C2 -0.644 1.754 -0.747
N1 0.134 0.825 -1.703
F1 0.164 -0.472 -1.225
S1 -0.584 0.871 -3.332
O1 -1.564 -0.355 -3.487
O2 -1.392 2.223 -3.390
C3 0.720 0.945 -4.692
F2 0.343 1.788 -5.854
F3 0.899 -0.442 -5.186
F4 2.045 1.474 -4.202
H1 -1.157 3.737 0.842
H2 1.120 1.206 -1.830
C4 0.928 -0.263 3.557
C5 0.064 -0.411 2.337
O3 -0.120 0.515 1.551
N2 -0.527 -1.620 2.113
C6 -0.436 -2.820 2.909
H3 1.329 0.753 3.602
H4 0.336 -0.441 4.459
H5 1.767 -0.963 3.509
H6 -1.093 -1.641 1.272
H7 -0.026 -3.614 2.281
H8 -1.445 -3.095 3.224
H9 0.196 -2.689 3.789

Forces on atoms 1 to 2 (eV/Å):
4.2665 -6.5597 -7.6486
-2.0091 7.2062 6.0828



No. 4
The following is a DFT calculation (ωB97M-V/def2-TZVPD) of a molecular structure, C6H9F6LiNPS2.

The frontier orbital gap (spin up / spin down) comes out at 6.52 / 6.89 eV. As for the energy above the lowest of the compared OMol25 structures with the same formula, charge and spin: 0.00 kcal per mole. As for the max |F|: 0.81 eV Å⁻¹. As for the spin multiplicity: 2. The net charge is -1. As for the expectation value of S²: 0.76. The value obtained for the HOMO energy (spin up / spin down) is -3.8 / -4.8 eV.

Atoms and positions in Å:
Li1 -0.066 -0.410 -0.013
C1 4.070 2.039 0.017
C2 2.633 1.562 -0.001
S1 2.371 -0.089 0.009
C3 1.590 2.539 -0.023
C4 1.941 4.012 -0.031
S2 -0.038 2.152 -0.041
H1 4.740 1.183 0.033
H2 4.279 2.657 0.894
H3 4.305 2.644 -0.864
H4 3.007 4.220 -0.018
H5 1.487 4.501 0.834
H6 1.511 4.487 -0.915
C5 -4.770 -0.969 0.024
C6 -3.373 -0.542 -0.001
N1 -2.262 -0.276 -0.023
H7 -4.804 -2.046 0.175
H8 -5.249 -0.721 -0.922
H9 -5.299 -0.471 0.834
F1 -0.390 -2.203 0.008
P1 -0.870 -3.818 0.004
F2 -1.348 -5.350 -0.004
F3 -1.815 -3.479 -1.260
F4 0.349 -4.142 -0.989
F5 -2.080 -3.408 0.997
F6 0.081 -4.071 1.274

Forces on atoms 1 to 2 (eV/Å):
-0.1178 0.3842 -0.0097
0.0745 -0.0545 -0.0047



No. 5
The following is a DFT calculation (ωB97M-V/def2-TZVPD) of C6H9FN2O2 in the gas phase in a non-equilibrium geometry.

As for the SMILES: CN1C(=O)N(F)C(C)(C)C1=O. The frontier orbital gap comes out at 10.57 eV. As for the energy above the lowest of the compared OMol25 structures with the same formula, charge and spin: 0.00 kcal per mole. As for the max |F|: 4.37 eV Å⁻¹. As for the spin multiplicity: 1. The net charge is 0. The value obtained for the HOMO energy is -9.9 eV.

Atoms and positions in Å:
C1 -1.411 -2.403 -0.011
N1 -1.008 -1.011 -0.071
C2 -1.789 0.085 0.027
O1 -2.934 0.183 0.222
N2 -0.766 1.203 -0.446
F1 -1.126 2.544 -0.085
C3 0.558 0.729 -0.124
C4 1.044 1.024 1.299
C5 1.541 1.165 -1.188
C6 0.397 -0.756 -0.105
O2 1.162 -1.643 -0.024
H1 -0.495 -2.908 -0.145
H2 -1.851 -2.791 0.932
H3 -2.231 -2.430 -0.607
H4 1.499 2.045 1.457
H5 1.773 0.314 1.520
H6 0.232 0.947 2.023
H7 2.496 0.605 -1.222
H8 1.667 2.192 -1.252
H9 1.242 0.909 -2.200

Forces on atoms 1 to 2 (eV/Å):
-0.0024 1.0956 2.8050
1.7890 -0.6918 0.9654



No. 6
The following is a DFT calculation (ωB97M-V/def2-TZVPD) of C6H9FO in the gas phase in a non-equilibrium geometry.

As for the SMILES: C[C@@H]1[C@H](C)C(=O)[C@@H]1F. The frontier orbital gap comes out at 10.22 eV. As for the energy above the lowest of the compared OMol25 structures with the same formula, charge and spin: 42.48 kcal per mole. As for the max |F|: 3.74 eV Å⁻¹. As for the spin multiplicity: 1. The net charge is 0. The value obtained for the HOMO energy is -9.7 eV.

Atoms and positions in Å:
C1 -0.685 -0.289 -2.177
C2 0.317 -0.447 -1.033
C3 0.043 -1.102 0.317
C4 -1.423 -0.960 0.778
C5 0.712 -0.020 0.991
O1 0.952 0.109 2.139
C6 0.755 0.818 -0.307
F1 -0.119 1.863 -0.286
H1 -1.411 -1.329 -2.289
H2 -1.292 0.674 -1.916
H3 -0.231 -0.179 -3.293
H4 1.219 -0.966 -1.125
H5 0.427 -2.122 0.421
H6 -1.720 0.108 0.957
H7 -2.133 -1.637 0.114
H8 -1.440 -1.382 1.803
H9 1.722 1.189 -0.631

Forces on atoms 1 to 2 (eV/Å):
-1.4590 -1.4680 -1.8113
-0.8576 0.5792 -0.1722



No. 7
The following is a DFT calculation (ωB97M-V/def2-TZVPD) of a molecular structure, C6H9FS in a non-equilibrium geometry.

The frontier orbital gap comes out at 9.32 eV. As for the energy above the lowest of the compared OMol25 structures with the same formula, charge and spin: 26.74 kcal per mole. As for the max |F|: 2.00 eV Å⁻¹. As for the spin multiplicity: 1. The net charge is 0. The value obtained for the HOMO energy is -8.4 eV.

Atoms and positions in Å:
C1 1.773 -0.872 0.035
C2 0.311 -0.809 0.402
C3 -0.171 0.508 1.205
C4 -1.374 0.909 0.352
C5 -0.716 0.899 -1.064
C6 -0.610 -0.618 -0.873
H1 1.898 -1.597 -0.758
H2 2.391 -1.164 0.832
H3 0.117 -1.692 0.997
H4 0.585 1.245 1.021
H5 -0.489 0.390 2.260
H6 -2.054 1.703 0.736
H7 -1.356 1.204 -1.925
H8 0.259 1.375 -1.085
H9 -0.485 -1.272 -1.700
F1 2.160 0.440 -0.381
S1 -2.240 -0.649 -0.053

Forces on atoms 1 to 2 (eV/Å):
-1.0922 1.5622 -0.6144
-0.4075 1.4140 -0.1671



No. 8
The following is a DFT calculation (ωB97M-V/def2-TZVPD) of C6H9FSi in the gas phase in a non-equilibrium geometry.

As for the SMILES: C=C/C=C\C=[Si](/C)F. The frontier orbital gap comes out at 7.63 eV. As for the energy above the lowest of the compared OMol25 structures with the same formula, charge and spin: 51.78 kcal per mole. As for the max |F|: 4.31 eV Å⁻¹. As for the spin multiplicity: 1. The net charge is 0. The value obtained for the HOMO energy is -7.4 eV.

Atoms and positions in Å:
C1 1.484 0.069 0.844
C2 1.499 -0.526 -0.318
C3 1.135 0.120 -1.515
C4 0.097 0.886 -1.831
C5 -0.926 1.536 -1.055
Si1 -2.066 0.787 0.071
C6 -1.709 -0.806 0.959
F1 -3.372 1.615 0.586
H1 1.921 -0.487 1.686
H2 0.848 1.020 1.066
H3 1.993 -1.408 -0.381
H4 1.754 -0.291 -2.404
H5 -0.099 1.248 -2.843
H6 -1.279 2.436 -1.548
H7 -2.667 -1.255 1.303
H8 -1.000 -1.365 0.312
H9 -1.118 -0.785 1.827

Forces on atoms 1 to 2 (eV/Å):
-1.5289 1.2425 2.9972
-0.3079 2.3923 0.5996



No. 9
The following is a DFT calculation (ωB97M-V/def2-TZVPD) of 2 unconnected molecules or ions with the total composition C6H9I2N2 in a non-equilibrium geometry.

The frontier orbital gap (spin up / spin down) comes out at 5.95 / 7.96 eV. As for the energy above the lowest of the compared OMol25 structures with the same formula, charge and spin: 48.92 kcal per mole. As for the max |F|: 3.27 eV Å⁻¹. As for the spin multiplicity: 1. The net charge is +1. The value obtained for the HOMO energy (spin up / spin down) is -12.0 / -13.0 eV.

Atoms and positions in Å:
C1 1.729 -0.524 -2.222
C2 1.474 -0.237 -0.902
C3 -0.285 0.222 -2.064
C4 -0.879 0.348 2.861
C5 0.094 0.167 1.667
C6 -0.509 0.467 0.384
N1 0.615 -0.196 -2.962
N2 0.182 0.131 -0.809
I1 -2.028 2.005 0.165
I2 -2.489 -2.139 0.156
H1 2.728 -0.778 -2.673
H2 2.095 -0.382 -0.036
H3 -1.374 0.313 -2.291
H4 -1.092 1.388 2.920
H5 -1.843 -0.078 2.538
H6 -0.331 0.003 3.765
H7 0.370 -0.963 1.849
H8 1.080 0.672 1.596
H9 0.464 -0.420 -3.944

Forces on atoms 1 to 2 (eV/Å):
2.3967 0.2344 0.0723
1.6696 -1.5481 -0.9211



No. 10
The following is a DFT calculation (ωB97M-V/def2-TZVPD) of 2 unconnected molecules or ions with the total composition C6H9IN3 in a non-equilibrium geometry.

The frontier orbital gap comes out at 8.79 eV. As for the energy above the lowest of the compared OMol25 structures with the same formula, charge and spin: 20.45 kcal per mole. As for the max |F|: 3.34 eV Å⁻¹. As for the spin multiplicity: 1. The net charge is +1. The value obtained for the HOMO energy is -12.2 eV.

Atoms and positions in Å:
C1 -0.835 -2.031 -0.577
C2 0.106 2.022 1.145
C3 0.928 -2.794 0.695
C4 -2.025 -1.446 -0.765
C5 0.901 1.244 -0.732
C6 1.134 2.577 -0.756
N1 0.041 -1.854 0.460
N2 0.283 0.912 0.475
N3 0.471 3.023 0.347
I1 -3.182 -0.034 0.265
H1 -0.599 -2.853 -1.386
H2 -0.583 2.086 1.911
H3 1.626 -2.752 1.519
H4 0.968 -3.759 0.242
H5 -2.640 -1.810 -1.609
H6 1.229 0.373 -1.223
H7 1.454 3.251 -1.520
H8 0.143 -0.056 0.814
H9 0.578 3.902 0.695

Forces on atoms 1 to 2 (eV/Å):
-1.0062 -1.8832 -2.3796
-0.7337 -0.1842 -1.9727